1.
C5H6FeLiO4 | wB97M-V/def2-TZVPD

The geometry in ORCA input format:
```
! wB97M-V def2-TZVPD RIJCOSX def2/J DEFGRID3
* xyz 3 7
O 2.75 -1.49 0.06
C 1.79 -0.72 0.07
O 1.80 0.49 0.41
O 0.60 -1.29 -0.29
C -0.39 -0.54 -0.86
C -1.63 -1.03 -0.97
Li 4.51 -1.43 0.50
H -0.10 0.46 -1.17
H -1.87 -2.04 -0.65
H -2.33 -0.49 -1.62
Fe 0.92 1.97 1.01
C -2.77 0.51 1.23
C -2.09 1.74 1.00
O -0.95 1.99 1.45
H -2.42 -0.18 2.00
H -2.55 2.47 0.33
H -3.77 0.39 0.81
*
```

Output
lowest unoccupied orbital energy (alpha / beta): -13.4 / -16.8 eV
energy relative to the best compared isomer or geometry (same formula, charge and spin): 23.60 kcal/mol
HOMO level (alpha / beta): -21.6 / -21.0 eV
E: -48028.3520 eV

Computed natural (NBO) charges, given in elementary charges:
1. O -0.649
2. C 1.028
3. O -0.839
4. O -0.407
5. C 0.185
6. C -0.249
7. Li 0.990
8. H 0.180
9. H 0.284
10. H 0.273
11. Fe 1.885
12. C -0.227
13. C 0.228
14. O -0.525
15. H 0.261
16. H 0.295
17. H 0.286

***

2.
CHBr3 | wB97M-V/def2-TZVPD

The geometry in ORCA input format:
```
! wB97M-V def2-TZVPD RIJCOSX def2/J DEFGRID3
* xyz 0 1
C 0.01 0.12 0.06
Br 1.57 -0.89 0.64
Br -1.61 -0.60 0.88
Br -0.02 0.21 -1.90
H 0.04 1.16 0.33
*
```

Output
lowest unoccupied orbital energy: -0.2 eV
energy relative to the best compared isomer or geometry (same formula, charge and spin): 1.87 kcal/mol
HOMO level: -10.4 eV
E: -211180.1650 eV

Computed natural (NBO) charges, given in elementary charges:
1. C -0.474
2. Br 0.095
3. Br 0.087
4. Br 0.071
5. H 0.221

***

3.
C20H29F7NO6P | wB97M-V/def2-TZVPD

The geometry in ORCA input format:
```
! wB97M-V def2-TZVPD RIJCOSX def2/J DEFGRID3
* xyz 0 1
H -4.42 6.29 -1.72
N -3.68 5.60 -1.77
C -4.14 4.47 -2.08
C -3.21 3.30 -2.24
P -4.10 1.73 -1.89
O -2.87 0.62 -1.67
C -1.55 1.04 -1.81
O -1.12 1.23 -2.91
C -0.75 1.21 -0.58
C -1.12 0.63 0.64
C -0.33 0.79 1.77
C 0.84 1.54 1.68
C 1.22 2.10 0.47
C 0.43 1.95 -0.66
C -4.61 2.09 -0.06
F -4.14 3.27 0.42
F -4.18 1.10 0.76
C -6.15 2.09 0.09
F -6.64 1.01 -0.55
F -6.66 3.20 -0.48
C -6.66 2.01 1.57
F -6.69 0.74 1.98
F -7.89 2.51 1.63
F -5.87 2.70 2.39
H -5.21 4.31 -2.25
H -2.93 3.23 -3.29
H -2.33 3.47 -1.63
H -2.00 0.02 0.68
H -0.64 0.33 2.69
H 1.45 1.67 2.56
H 2.14 2.66 0.41
H 0.73 2.39 -1.60
C 2.48 -4.66 0.52
O 1.32 -5.35 0.94
C 0.84 -4.89 2.19
C -0.24 -3.85 2.01
O 0.29 -2.69 1.38
C -0.02 -2.60 0.00
H 2.67 -4.91 -0.53
H 2.34 -3.58 0.61
H 3.35 -4.95 1.11
H 1.66 -4.46 2.77
H 0.45 -5.75 2.74
H -0.62 -3.55 2.99
H -1.08 -4.26 1.43
H -1.06 -2.28 -0.14
H 0.13 -3.55 -0.51
H 0.64 -1.84 -0.43
C 6.83 -1.05 -1.15
O 5.70 -1.80 -0.74
C 5.17 -1.39 0.51
C 3.93 -0.53 0.34
O 4.21 0.71 -0.29
C 3.87 0.74 -1.66
H 7.03 -1.31 -2.19
H 6.64 0.02 -1.08
H 7.71 -1.30 -0.55
H 5.92 -0.85 1.09
H 4.89 -2.29 1.06
H 3.52 -0.31 1.33
H 3.17 -1.08 -0.23
H 2.78 0.78 -1.79
H 4.26 -0.13 -2.19
H 4.31 1.64 -2.08
*
```

Output
lowest unoccupied orbital energy: 0.0 eV
SMILES: [H]/N=C/CP(OC(=O)c1ccccc1)C(F)(F)C(F)(F)C(F)(F)F.COCCOC.COCCOC
HOMO level: -9.3 eV
E: -63294.3121 eV

Computed natural (NBO) charges, given in elementary charges:
1. H 0.340
2. N -0.591
3. C 0.129
4. C -0.829
5. P 1.073
6. O -0.789
7. C 0.801
8. O -0.538
9. C -0.236
10. C -0.157
11. C -0.198
12. C -0.180
13. C -0.233
14. C -0.108
15. C 0.376
16. F -0.320
17. F -0.328
18. C 0.543
19. F -0.302
20. F -0.306
21. C 0.925
22. F -0.297
23. F -0.303
24. F -0.302
25. H 0.162
26. H 0.274
27. H 0.262
28. H 0.232
29. H 0.222
30. H 0.219
31. H 0.229
32. H 0.226
33. C -0.258
34. O -0.549
35. C -0.088
36. C -0.088
37. O -0.560
38. C -0.256
39. H 0.194
40. H 0.178
41. H 0.166
42. H 0.171
43. H 0.187
44. H 0.183
45. H 0.177
46. H 0.169
47. H 0.185
48. H 0.191
49. C -0.253
50. O -0.551
51. C -0.088
52. C -0.088
53. O -0.556
54. C -0.255
55. H 0.191
56. H 0.178
57. H 0.167
58. H 0.174
59. H 0.183
60. H 0.186
61. H 0.174
62. H 0.169
63. H 0.182
64. H 0.190

***

4.
CH3NOS | wB97M-V/def2-TZVPD

The geometry in ORCA input format:
```
! wB97M-V def2-TZVPD RIJCOSX def2/J DEFGRID3
* xyz 0 1
C 1.43 0.38 -0.07
N -0.38 -1.08 -0.05
O 4.07 0.28 0.06
S 2.84 -0.45 -0.03
H 0.73 1.20 0.09
H -0.21 -1.11 0.94
H -1.01 -0.35 -0.12
*
```

Output
lowest unoccupied orbital energy (alpha / beta): -1.4 / -1.4 eV
energy relative to the best compared isomer or geometry (same formula, charge and spin): 136.72 kcal/mol
HOMO level (alpha / beta): -10.2 / -10.2 eV
E: -15452.8803 eV

Computed natural (NBO) charges, given in elementary charges:
1. C -0.478
2. N -0.716
3. O -0.885
4. S 1.206
5. H 0.233
6. H 0.326
7. H 0.313

***

Question: Look up the E of the first one.
Answer: -48028.3520 eV

***

Question: Among the records above, which one has the lowest E?
Answer: CHBr3

***

Question: What is the E in the third record?
Answer: -63294.3121 eV

***

Question: Among the records above, which one has the lowest E?
Answer: CHBr3